No. 1
DFT (the ωB97M-V functional and the def2-TZVPD basis) results for 2 unconnected molecules or ions with the total composition C6H9FN5O in a non-equilibrium geometry.

Geometry as XYZ:
```
22
Properties=species:S:1:pos:R:3:forces:R:3:mulliken_charge:R:1
C 1.822967 -0.722662 1.319946 -1.353 1.627 -2.845 0.042
C -1.072488 1.199907 0.304613 -0.052 -0.313 -0.893 0.397
C -1.271882 -1.274642 0.040386 -0.229 -0.286 1.046 0.535
C -2.064208 -0.021904 -0.040791 0.956 1.343 4.683 -0.037
C 0.795150 -0.076020 -0.603959 0.690 0.808 0.557 0.005
C 0.962282 2.378216 -0.289136 -0.069 0.890 -2.533 -1.001
N 2.165272 -1.142803 2.321981 0.666 -1.004 2.000 -0.418
N 0.150646 1.142010 -0.390827 1.110 -1.368 0.656 0.117
N -0.035270 -1.206064 -0.461812 0.590 -3.148 -0.159 -0.201
N -1.729973 -2.333860 0.698103 1.649 -1.377 0.204 -0.373
N 1.853894 -0.211380 -1.491195 0.241 2.361 0.965 -0.451
O -1.363747 2.203731 0.854193 -1.139 -0.399 0.578 -0.472
F -3.124106 0.013695 0.856798 1.027 -0.536 -0.670 -0.307
H -2.426201 0.246701 -0.944745 -1.094 0.297 -3.357 0.458
H 0.541167 3.184937 0.378691 0.542 -1.491 -0.619 0.346
H 1.974346 2.068392 -0.097155 0.364 0.238 0.769 0.330
H 0.977647 2.753330 -1.363814 0.016 0.040 1.375 0.386
H 0.563143 -2.076187 -0.300077 -1.077 1.587 -0.278 0.432
H -2.577891 -2.326364 1.321734 1.037 0.292 -1.294 0.301
H -1.063506 -3.197166 0.807020 -1.804 2.214 -0.087 0.283
H 2.280950 -1.121608 -1.534150 -0.096 -0.323 0.130 0.289
H 2.641814 0.519738 -1.385808 -1.973 -1.452 -0.228 0.338
```
Positions in Å, forces in eV/Å.

Gap between HOMO and LUMO (spin up / spin down)   8.19 / 8.19 eV
E_LUMO (spin up / spin down)   -5.35 / -5.35 eV
Net charge   +1
Highest occupied orbital energy (spin up / spin down)   -0.49772 / -0.49771 Ha


No. 2
DFT (the ωB97M-V functional and the def2-TZVPD basis) results for C6H9FO in the gas phase in a non-equilibrium geometry.

Geometry as XYZ:
```
17
Properties=species:S:1:pos:R:3:forces:R:3:mulliken_charge:R:1
C 0.164453 -2.543533 1.032317 -1.165 0.161 1.629 -0.642
O 0.057181 -1.123921 1.199955 -1.817 0.815 -0.614 -0.319
C 1.030385 -0.212450 1.104211 2.146 -2.169 -0.392 0.017
C 1.056067 0.825530 0.288818 -0.303 2.529 -0.971 -0.645
C -0.161731 1.250477 -0.515674 2.721 0.702 1.571 0.689
C -0.572109 2.676699 -0.535969 -0.366 1.778 -0.127 -1.193
C -0.833144 0.432641 -1.261855 -1.179 -1.560 -0.303 -0.239
F -0.528509 -0.894550 -1.338023 -0.370 0.712 -0.480 -0.234
H 0.304158 -2.954703 -0.041412 -0.003 0.978 1.862 0.213
H 0.893033 -2.861712 1.831942 -0.285 -0.353 -1.286 0.346
H -0.881240 -2.769319 1.474980 1.730 -0.562 -1.184 0.232
H 1.919205 -0.577774 1.620089 0.294 0.615 0.202 0.348
H 1.934470 1.576749 0.232373 -1.468 -1.588 0.488 0.246
H 0.109357 3.430864 -1.028376 -0.437 -1.200 0.024 0.266
H -1.550158 2.687412 -1.018104 0.085 0.465 -0.346 0.323
H -0.763913 3.186965 0.416645 0.202 -0.739 0.324 0.295
H -1.769311 0.747664 -1.716645 0.215 -0.583 -0.398 0.296
```
Positions in Å, forces in eV/Å.

Gap between HOMO and LUMO   9.69 eV
E_LUMO   1.06 eV
Highest occupied orbital energy   -0.31712 Ha
SMILES   CO/C=C\C(C)=C/F